71
Properties=species:S:1:pos:R:3:lowdin_charge:R:1 method="wB97M-V/def2-TZVPD" lumo_energy_ev=2.249 homo_lumo_gap_ev=9.4 de_lowest_kj_mol=0.0 total_energy_ev=-177753.6190 total_charge=-1 spin_multiplicity=1
H -3.96980 -2.22927 0.86630 0.08
H -3.93316 -0.52922 0.49588 0.08
H -4.89037 0.86204 -3.68650 0.09
C -4.86065 0.22733 -2.80050 -0.08
O -3.65448 -1.88417 -1.11064 -0.19
O 0.19159 -1.96499 0.46051 -0.32
O 2.96033 -0.74770 3.02475 -0.18
O -0.00559 1.96708 -0.62555 0.09
O -3.58016 0.39193 -2.19415 -0.21
H -2.59021 -3.64318 -3.46856 0.09
C -1.86411 -2.83530 -3.35647 -0.03
F 0.68227 -5.28545 2.06016 0.15
O -1.02494 1.86560 3.39076 -0.30
F -1.56699 -1.17884 3.80424 0.12
F -0.26654 1.40485 -3.45054 0.13
O -1.48239 -0.59247 -1.16556 -0.18
O 1.93339 0.27548 0.94183 -0.17
S 2.04049 0.20281 -2.97971 0.48
C 4.82604 -0.15809 -0.20598 -0.06
H -3.13160 3.80953 -1.34779 0.10
C 1.93819 -0.27459 3.94979 -0.04
H 4.58250 -0.86523 -0.99860 0.10
O 1.01454 3.97378 -0.79462 0.05
H -5.35976 -1.47614 -0.05051 0.09
C 4.99322 1.54884 2.85533 -0.10
H 5.89539 0.00174 -0.10269 0.09
H 1.07720 -0.93399 3.95704 0.08
H -2.39042 2.21945 -1.43067 0.07
C 0.67237 0.69888 -4.09934 -0.65
F 2.06230 -3.71311 1.52587 0.11
O 4.29281 -0.67526 1.01654 -0.18
C -0.01588 3.14890 -0.87556 -0.57
O -0.14464 -4.16313 -0.50880 -0.28
H -5.03348 -0.80585 -3.08645 0.09
O -2.57715 -1.56819 -3.27335 -0.19
C 2.23944 3.41637 -0.33764 -0.03
Zn 0.17757 -0.03507 -0.04601 0.56
O 2.69056 -0.83775 -3.71740 -0.28
F 0.09748 -0.37998 -4.63486 0.13
O 3.76092 1.48928 2.17226 -0.20
S -1.80386 1.07317 2.46585 0.49
F 0.60258 -3.35080 3.05895 0.12
F 1.13435 1.47736 -5.08863 0.12
O 2.81100 1.39955 -2.74127 -0.30
C -4.28898 -1.49589 0.12851 -0.05
O -1.08215 3.82264 -1.25131 0.03
H 4.35506 0.77314 -0.53711 0.08
H -1.25661 -2.79993 -4.25381 0.09
O -1.66709 -3.32467 1.20889 -0.28
H 5.68759 2.20521 2.32656 0.09
H 4.85922 1.98981 3.84648 0.09
H 2.44614 -0.24830 4.91244 0.09
S -0.35172 -3.30410 0.61981 0.50
C 0.79422 -3.98070 1.89168 -0.67
O -0.97289 0.31905 1.54827 -0.31
H -1.28170 -3.03044 -2.45661 0.07
H 5.48355 0.58476 2.99614 0.09
H 2.33870 3.47237 0.74593 0.10
H 2.36407 2.37400 -0.62577 0.05
O -2.93944 1.70529 1.88318 -0.28
C -2.50955 -0.25622 3.53699 -0.63
H 3.04764 3.94899 -0.83592 0.10
H 1.56610 0.73065 3.73531 0.09
H -5.63381 0.58887 -2.12290 0.09
P -2.71118 -0.89911 -1.87707 0.35
F -3.53211 -0.87991 2.91473 0.11
F -2.95913 0.26215 4.68193 0.13
O 1.31557 -0.26066 -1.80337 -0.31
H -2.40609 3.08408 0.13600 0.08
C -2.33750 3.19322 -0.94321 0.00
P 3.14175 0.09952 1.72650 0.35